Computed, not measured: a 13-piece molecular cluster, C39H99N5O29S8 overall at a distorted geometry, with the ωB97M-V functional and the def2-TZVPD basis.

Geometry as XYZ:
```
180
Properties=species:S:1:pos:R:3
O -3.02 -7.29 1.74
S -2.40 -6.00 1.72
O -1.89 -5.43 0.51
O -3.52 -4.98 2.25
C -3.54 -3.52 1.97
C -4.30 -3.20 0.69
C -1.15 -5.73 3.03
H -2.47 -3.20 1.84
H -3.97 -3.10 2.84
H -4.28 -2.12 0.45
H -5.30 -3.71 0.67
H -3.76 -3.73 -0.12
H -0.61 -4.85 2.80
H -0.45 -6.55 2.98
H -1.69 -5.70 3.98
O -0.89 3.28 2.68
S -0.47 4.50 3.34
O -1.41 5.22 4.13
O 0.71 4.06 4.29
C 1.26 5.00 5.20
C 1.97 4.25 6.29
C 0.54 5.38 2.27
H 0.51 5.71 5.54
H 1.99 5.63 4.63
H 1.34 4.00 7.17
H 2.80 4.82 6.61
H 2.35 3.25 5.88
H 0.01 5.66 1.38
H 1.34 4.70 1.98
H 0.99 6.34 2.58
O 2.52 -1.31 3.64
S 1.71 -1.44 4.82
O 2.16 -2.18 5.98
O 1.30 0.01 5.29
C 0.37 0.31 6.40
C -0.67 1.16 5.71
C 0.23 -2.19 4.20
H 1.03 0.83 7.08
H -0.11 -0.59 6.82
H -0.13 2.04 5.30
H -1.48 1.51 6.38
H -1.08 0.62 4.84
H -0.52 -2.01 4.91
H 0.60 -3.22 4.22
H -0.05 -1.84 3.24
O -0.01 -0.53 -9.66
S -0.71 -0.10 -8.51
O -1.21 -1.03 -7.52
O 0.26 0.77 -7.63
C -0.17 0.76 -6.23
C 0.72 1.82 -5.58
C -1.99 0.99 -8.92
H 0.03 -0.21 -5.78
H -1.23 0.96 -6.19
H 1.66 1.80 -6.05
H 0.91 1.57 -4.55
H 0.30 2.81 -5.55
H -1.65 1.62 -9.74
H -2.41 1.58 -8.11
H -2.75 0.26 -9.20
O 2.89 1.93 -2.08
S 4.29 1.70 -2.08
O 4.78 0.44 -1.56
O 4.91 1.89 -3.56
C 5.38 0.76 -4.37
C 4.14 0.00 -4.82
C 5.02 3.05 -1.27
H 6.03 0.14 -3.74
H 5.94 1.34 -5.16
H 3.45 0.77 -5.20
H 3.60 -0.52 -4.04
H 4.46 -0.83 -5.44
H 4.76 3.96 -1.79
H 6.11 2.91 -1.27
H 4.59 3.14 -0.25
O 6.66 -3.99 1.92
S 6.17 -3.00 2.85
O 7.07 -2.13 3.58
O 5.24 -1.92 2.16
C 4.45 -2.35 0.96
C 3.44 -1.25 0.62
C 5.07 -3.79 3.99
H 4.08 -3.36 1.11
H 5.15 -2.39 0.13
H 4.03 -0.35 0.71
H 2.60 -1.19 1.32
H 3.15 -1.43 -0.41
H 4.25 -4.14 3.35
H 4.72 -2.98 4.65
H 5.70 -4.54 4.40
O -3.31 1.64 -5.54
S -3.39 1.26 -4.16
O -2.59 1.95 -3.18
O -4.84 1.47 -3.62
C -5.96 1.15 -4.45
C -7.20 1.24 -3.57
C -3.17 -0.50 -4.00
H -5.80 0.19 -5.01
H -6.01 1.92 -5.31
H -7.51 2.24 -3.32
H -6.88 0.75 -2.67
H -8.00 0.68 -4.16
H -2.06 -0.72 -4.03
H -3.67 -1.01 -4.82
H -3.53 -0.58 -2.97
O -3.44 -0.72 4.15
S -3.82 -0.34 5.49
O -2.91 -0.80 6.54
O -4.04 1.21 5.53
C -4.05 2.14 4.38
C -4.76 3.35 4.94
C -5.41 -0.83 5.96
H -4.50 1.63 3.55
H -3.03 2.36 4.21
H -4.37 3.69 5.89
H -5.83 3.36 5.06
H -4.55 4.09 4.18
H -5.59 -0.47 6.98
H -5.55 -1.88 5.85
H -6.12 -0.37 5.23
C 2.46 -6.13 0.33
C 1.96 -4.79 0.86
O 1.98 -4.50 2.06
N 1.27 -4.03 -0.05
C 1.12 -4.32 -1.42
H 1.57 -6.75 0.06
H 3.01 -6.50 1.18
H 3.08 -6.02 -0.61
H 1.02 -3.10 0.23
H 0.91 -5.39 -1.48
H 2.03 -4.05 -2.01
H 0.24 -3.80 -1.79
C -2.26 0.45 1.14
C -1.13 -0.07 0.29
O -0.58 -1.13 0.55
N -0.76 0.71 -0.76
C 0.24 0.12 -1.70
H -3.25 0.42 0.63
H -2.03 1.49 1.46
H -2.32 -0.13 2.06
H -1.14 1.65 -0.89
H -0.08 -0.82 -2.13
H 1.11 -0.09 -1.15
H 0.38 0.85 -2.48
C 1.95 1.98 1.53
C 3.18 2.53 2.19
O 3.54 3.71 2.01
N 3.87 1.65 2.94
C 4.92 2.04 3.86
H 1.72 2.50 0.61
H 1.19 2.38 2.27
H 1.88 0.87 1.52
H 3.49 0.74 3.05
H 5.27 1.10 4.31
H 4.59 2.65 4.69
H 5.70 2.53 3.34
C -2.43 -4.52 -4.99
C -1.18 -3.71 -5.38
O -0.91 -2.68 -4.82
N -0.45 -4.21 -6.37
C 0.70 -3.56 -6.96
H -3.30 -4.08 -5.46
H -2.45 -4.43 -3.88
H -2.35 -5.59 -5.29
H -0.90 -4.97 -6.87
H 1.42 -4.33 -7.34
H 1.25 -2.97 -6.16
H 0.54 -2.89 -7.87
C 0.83 4.83 -2.53
C -0.08 5.50 -1.52
O 0.20 6.49 -0.84
N -1.32 4.92 -1.42
C -2.40 5.43 -0.62
H 0.46 4.07 -3.24
H 1.54 4.23 -1.88
H 1.33 5.65 -3.04
H -1.33 4.02 -1.88
H -2.91 6.23 -1.13
H -2.00 5.86 0.30
H -2.91 4.55 -0.28
```

Calculated values
- Total energy: -7186.55182 hartree
- Highest occupied orbital energy: -9.31 eV